1.
A cluster of 8 separate species, C26H55ClO10P in total, computed with ωB97M-V/def2-TZVPD.

The calculation puts the energy above the lowest of the compared OMol25 structures with the same formula, charge and spin at 0.000 eV. Its frontier orbital gap is 6.9 eV. Its net charge is -1. As for the HOMO energy: -4.824 eV.

Last columns: bonded neighbours and bond lengths (Å).
Cartesian coordinates (Å):
1 C -1.763 2.888 2.945  C2 1.526, H11 1.093, H12 1.089, H13 1.092
2 C -0.472 3.589 3.357  C1 1.526, C3 1.544, H14 1.094, H15 1.091
3 C 0.339 4.097 2.145  C2 1.544, O4 1.400, H16 1.096, H17 1.104
4 O 1.684 3.709 2.141  C3 1.400, P5 1.713
5 P 1.981 2.126 1.558  O4 1.713, O6 1.776, O10 1.834, H18 1.432, H19 1.441, H20 1.410
6 O 2.244 0.460 0.999  P5 1.776, C7 1.395
7 C 2.394 -0.403 2.085  O6 1.395, C8 1.523, H21 1.089, H22 1.107
8 C 3.094 0.395 3.176  C7 1.523, Cl9 1.886, O10 1.326, H23 1.089
9 Cl 4.929 0.576 2.781  C8 1.886
10 O 2.484 1.571 3.232  P5 1.834, C8 1.326
11 H -2.423 2.706 3.798  C1 1.093
12 H -1.551 1.937 2.459  C1 1.089
13 H -2.313 3.500 2.226  C1 1.092
14 H -0.701 4.433 4.014  C2 1.094
15 H 0.171 2.903 3.910  C2 1.091
16 H 0.322 5.192 2.118  C3 1.096
17 H -0.153 3.755 1.217  C3 1.104
18 H 0.652 1.734 1.922  P5 1.432
19 H 1.565 2.485 0.226  P5 1.441
20 H 3.323 2.487 1.323  P5 1.410
21 H 2.868 -1.340 1.794  C7 1.089
22 H 1.412 -0.635 2.540  C7 1.107
23 H 3.114 -0.113 4.139  C8 1.089
24 C -6.275 0.697 0.840  C25 1.515, H28 1.087, H29 1.092, H30 1.092
25 C -5.059 1.593 0.962  C24 1.515, O26 1.205, C27 1.509
26 O -3.965 1.147 1.198  C25 1.205
27 C -5.294 3.073 0.785  C25 1.509, H31 1.092, H32 1.092, H33 1.086
28 H -5.984 -0.339 0.991  C24 1.087
29 H -7.027 0.983 1.578  C24 1.092
30 H -6.726 0.814 -0.147  C24 1.092
31 H -5.990 3.435 1.544  C27 1.092
32 H -5.742 3.273 -0.190  C27 1.092
33 H -4.356 3.615 0.871  C27 1.086
34 C 3.835 -5.839 0.971  C35 1.510, H38 1.088, H39 1.092, H40 1.092
35 C 2.957 -4.654 0.649  C34 1.510, O36 1.213, C37 1.506
36 O 2.479 -3.967 1.527  C35 1.213
37 C 2.719 -4.376 -0.812  C35 1.506, H41 1.090, H42 1.093, H43 1.087
38 H 3.938 -5.945 2.049  C34 1.088
39 H 3.403 -6.746 0.543  C34 1.092
40 H 4.817 -5.698 0.515  C34 1.092
41 H 2.202 -5.207 -1.291  C37 1.090
42 H 3.673 -4.243 -1.327  C37 1.093
43 H 2.127 -3.469 -0.908  C37 1.087
44 C -0.643 -2.805 0.390  C45 1.509, H48 1.085, H49 1.093, H50 1.092
45 C -1.138 -2.487 -0.999  C44 1.509, O46 1.212, C47 1.513
46 O -0.486 -2.733 -1.990  C45 1.212
47 C -2.484 -1.804 -1.097  C45 1.513, H51 1.092, H52 1.092, H53 1.088
48 H 0.334 -3.276 0.356  C44 1.085
49 H -0.557 -1.875 0.959  C44 1.093
50 H -1.348 -3.455 0.912  C44 1.092
51 H -2.481 -0.881 -0.513  C47 1.092
52 H -3.262 -2.449 -0.683  C47 1.092
53 H -2.703 -1.574 -2.138  C47 1.088
54 C -4.833 6.758 4.056  C55 1.510, H58 1.087, H59 1.092, H60 1.092
55 C -5.575 6.516 2.764  C54 1.510, O56 1.206, C57 1.513
56 O -4.996 6.238 1.743  C55 1.206
57 C -7.083 6.631 2.818  C55 1.513, H61 1.092, H62 1.092, H63 1.087
58 H -3.765 6.641 3.893  C54 1.087
59 H -5.045 7.762 4.429  C54 1.092
60 H -5.167 6.051 4.818  C54 1.092
61 H -7.371 7.630 3.150  C57 1.092
62 H -7.486 5.921 3.543  C57 1.092
63 H -7.503 6.433 1.835  C57 1.087
64 C 1.466 -6.928 -5.586  C65 1.511, H68 1.087, H69 1.092, H70 1.092
65 C 2.544 -6.775 -4.538  C64 1.511, O66 1.206, C67 1.511
66 O 2.306 -6.321 -3.446  C65 1.206
67 C 3.937 -7.209 -4.931  C65 1.511, H71 1.092, H72 1.092, H73 1.087
68 H 0.517 -6.578 -5.189  C64 1.087
69 H 1.727 -6.354 -6.476  C64 1.092
70 H 1.381 -7.975 -5.886  C64 1.092
71 H 4.272 -6.643 -5.803  C67 1.092
72 H 3.936 -8.265 -5.210  C67 1.092
73 H 4.622 -7.046 -4.103  C67 1.087
74 C -0.142 2.805 -3.910  C75 1.513, H78 1.088, H79 1.092, H80 1.092
75 C -0.944 1.941 -2.961  C74 1.513, O76 1.211, C77 1.502
76 O -2.142 2.077 -2.851  C75 1.211
77 C -0.160 0.925 -2.181  C75 1.502, H81 1.089, H82 1.093, H83 1.086
78 H -0.800 3.504 -4.423  C74 1.088
79 H 0.621 3.352 -3.354  C74 1.092
80 H 0.375 2.177 -4.638  C74 1.092
81 H 0.610 1.412 -1.585  C77 1.089
82 H 0.330 0.226 -2.863  C77 1.093
83 H -0.820 0.376 -1.516  C77 1.086
84 C 5.569 -0.099 -2.286  C85 1.512, H88 1.088, H89 1.092, H90 1.091
85 C 5.418 -1.362 -1.470  C84 1.512, O86 1.215, C87 1.497
86 O 6.012 -2.379 -1.767  C85 1.215
87 C 4.493 -1.270 -0.297  C85 1.497, H91 1.092, H92 1.089, H93 1.086
88 H 6.256 -0.266 -3.113  C84 1.088
89 H 4.594 0.214 -2.664  C84 1.092
90 H 5.935 0.709 -1.650  C84 1.091
91 H 3.489 -0.996 -0.627  C87 1.092
92 H 4.792 -0.477 0.387  C87 1.089
93 H 4.466 -2.214 0.240  C87 1.086

=====

2.
A cluster of 6 separate species, C26H55F13NO23P5 in total in a non-equilibrium geometry, computed with ωB97M-V/def2-TZVPD.

Its frontier orbital gap is 6.5 eV. Its net charge is 0. As for the structure (SMILES): CCOOC(=O)NCCC(F)(F)C(F)(F)C(F)(F)C(F)(F)C(F)(F)C(F)(F)F.COP(=O)(OC)OC.COP(=O)(OC)OC.COP(=O)(OC)OC.COP(=O)(OC)OC.COP(=O)(OC)OC. As for the HOMO energy: -9.556 eV.

Last columns: bonded neighbours and bond lengths (Å).
Cartesian coordinates (Å):
1 C 3.134 -0.947 1.027  C2 1.657, H29 1.191, H30 1.188, H31 1.186
2 C 3.304 0.495 0.227  C1 1.657, O3 1.472, H32 1.186, H33 1.173
3 O 4.718 0.801 -0.046  C2 1.472, O4 1.304
4 O 4.897 2.069 0.199  O3 1.304, C5 1.498
5 C 4.272 2.909 -0.872  O4 1.498, O6 1.335, N7 1.511
6 O 4.407 2.485 -2.130  C5 1.335
7 N 3.603 4.183 -0.409  C5 1.511, C8 1.512, H34 1.056
8 C 2.384 4.546 -1.226  N7 1.512, C9 1.660, H35 1.170, H36 1.194
9 C 0.943 4.266 -0.451  C8 1.660, C10 1.672, H37 1.194, H38 1.170
10 C -0.027 3.212 -1.315  C9 1.672, F11 1.476, F12 1.511, C13 1.631
11 F 0.775 2.073 -1.802  C10 1.476
12 F -0.423 3.997 -2.544  C10 1.511
13 C -1.417 2.840 -0.546  C10 1.631, F14 1.511, F15 1.512, C16 1.637
14 F -2.610 3.297 -1.353  C13 1.511
15 F -1.455 3.719 0.684  C13 1.512
16 C -1.547 1.304 0.007  C13 1.637, F17 1.512, F18 1.517, C19 1.622
17 F -0.258 0.813 0.627  C16 1.512
18 F -2.466 1.421 1.208  C16 1.517
19 C -2.274 0.234 -0.970  C16 1.622, F20 1.511, F21 1.511, C22 1.615
20 F -3.738 0.603 -1.044  C19 1.511
21 F -2.266 -1.098 -0.256  C19 1.511
22 C -1.750 0.074 -2.490  C19 1.615, F23 1.515, F24 1.486, C25 1.637
23 F -2.818 -0.729 -3.204  C22 1.515
24 F -1.636 1.320 -3.292  C22 1.486
25 C -0.367 -0.771 -2.716  C22 1.637, F26 1.477, F27 1.512, F28 1.511
26 F 0.398 -1.092 -1.494  C25 1.477
27 F -0.715 -2.104 -3.339  C25 1.512
28 F 0.453 -0.075 -3.778  C25 1.511
29 H 2.029 -1.014 1.467  C1 1.191
30 H 3.918 -1.025 1.917  C1 1.188
31 H 3.277 -1.806 0.222  C1 1.186
32 H 2.741 0.404 -0.813  C2 1.186
33 H 2.762 1.298 0.888  C2 1.173
34 H 3.327 3.997 0.593  N7 1.056
35 H 2.325 4.049 -2.284  C8 1.170
36 H 2.458 5.721 -1.426  C8 1.194
37 H 0.358 5.305 -0.495  C9 1.194
38 H 1.143 3.909 0.645  C9 1.170
39 C -4.658 -4.111 3.940  O40 1.415, H47 1.093, H48 1.094, H49 1.093
40 O -3.546 -3.349 3.507  C39 1.415, P41 1.730
41 P -2.030 -4.129 3.800  O40 1.730, O42 1.531, O43 1.655, O45 1.730
42 O -1.305 -2.793 3.617  P41 1.531
43 O -2.144 -4.887 2.334  P41 1.655, C44 1.417
44 C -2.542 -4.156 1.188  O43 1.417, H50 1.092, H51 1.095, H52 1.096
45 O -0.514 -4.909 4.094  P41 1.730, C46 1.414
46 C -0.491 -6.317 3.965  O45 1.414, H53 1.092, H54 1.094, H55 1.093
47 H -5.575 -3.592 3.650  C39 1.093
48 H -4.646 -5.101 3.476  C39 1.094
49 H -4.632 -4.211 5.028  C39 1.093
50 H -2.313 -3.091 1.273  C44 1.092
51 H -3.617 -4.291 1.032  C44 1.095
52 H -2.016 -4.559 0.315  C44 1.096
53 H -0.378 -6.591 2.914  C46 1.092
54 H -1.406 -6.757 4.373  C46 1.094
55 H 0.369 -6.706 4.515  C46 1.093
56 C 9.261 5.291 2.348  O57 1.415, H64 1.093, H65 1.094, H66 1.093
57 O 7.965 5.790 2.078  C56 1.415, P58 1.730
58 P 6.704 4.792 2.718  O57 1.730, O59 1.531, O60 1.655, O62 1.730
59 O 5.692 5.477 1.795  P58 1.531
60 O 6.780 5.623 4.146  P58 1.655, C61 1.417
61 C 6.855 7.038 4.139  O60 1.417, H67 1.092, H68 1.095, H69 1.096
62 O 5.443 3.795 3.357  P58 1.730, C63 1.414
63 C 5.706 3.157 4.592  O62 1.414, H70 1.092, H71 1.094, H72 1.093
64 H 9.999 6.011 1.985  C56 1.093
65 H 9.400 5.149 3.424  C56 1.094
66 H 9.404 4.340 1.828  C56 1.093
67 H 6.417 7.474 3.239  C61 1.092
68 H 7.904 7.342 4.224  C61 1.095
69 H 6.316 7.422 5.013  C61 1.096
70 H 5.514 3.849 5.414  C63 1.092
71 H 6.739 2.802 4.631  C63 1.094
72 H 5.030 2.305 4.697  C63 1.093
73 C -1.235 -0.705 -6.648  O74 1.415, H81 1.093, H82 1.094, H83 1.093
74 O -1.096 0.219 -7.711  C73 1.415, P75 1.730
75 P -2.206 -0.062 -9.008  O74 1.730, O76 1.531, O77 1.655, O79 1.730
76 O -1.345 0.803 -9.934  P75 1.531
77 O -3.321 0.900 -8.253  P75 1.655, C78 1.417
78 C -2.924 2.141 -7.696  O77 1.417, H84 1.092, H85 1.095, H86 1.096
79 O -3.316 -0.343 -10.305  P75 1.730, C80 1.414
80 C -4.602 -0.810 -9.947  O79 1.414, H87 1.092, H88 1.094, H89 1.093
81 H -0.559 -0.416 -5.839  C73 1.093
82 H -2.262 -0.704 -6.273  C73 1.094
83 H -0.969 -1.707 -6.996  C73 1.093
84 H -2.041 2.555 -8.189  C78 1.092
85 H -2.723 2.007 -6.628  C78 1.095
86 H -3.750 2.853 -7.803  C78 1.096
87 H -5.232 0.030 -9.649  C80 1.092
88 H -4.535 -1.538 -9.134  C80 1.094
89 H -5.056 -1.287 -10.819  C80 1.093
90 C -8.295 7.188 -0.337  O91 1.415, H98 1.093, H99 1.094, H100 1.093
91 O -7.183 7.949 -0.770  C90 1.415, P92 1.730
92 P -5.667 7.169 -0.477  O91 1.730, O93 1.531, O94 1.655, O96 1.730
93 O -4.942 8.506 -0.660  P92 1.531
94 O -5.781 6.411 -1.943  P92 1.655, C95 1.417
95 C -6.179 7.143 -3.089  O94 1.417, H101 1.092, H102 1.095, H103 1.096
96 O -4.151 6.389 -0.183  P92 1.730, C97 1.414
97 C -4.128 4.981 -0.313  O96 1.414, H104 1.092, H105 1.094, H106 1.093
98 H -9.212 7.707 -0.627  C90 1.093
99 H -8.283 6.197 -0.801  C90 1.094
100 H -8.269 7.087 0.750  C90 1.093
101 H -5.950 8.207 -3.004  C95 1.092
102 H -7.254 7.007 -3.245  C95 1.095
103 H -5.653 6.740 -3.962  C95 1.096
104 H -4.015 4.707 -1.363  C97 1.092
105 H -5.043 4.542 0.095  C97 1.094
106 H -3.268 4.593 0.237  C97 1.093
107 C 1.333 -10.434 2.424  O108 1.415, H115 1.093, H116 1.094, H117 1.093
108 O 1.202 -9.834 3.699  C107 1.415, P109 1.730
109 P 1.405 -10.952 5.004  O108 1.730, O110 1.531, O111 1.655, O113 1.730
110 O 0.738 -9.960 5.960  P109 1.531
111 O 3.035 -10.670 4.983  P109 1.655, C112 1.417
112 C 3.523 -9.343 4.887  O111 1.417, H118 1.092, H119 1.095, H120 1.096
113 O 1.608 -12.071 6.308  P109 1.730, C114 1.414
114 C 2.554 -13.104 6.114  O113 1.414, H121 1.092, H122 1.094, H123 1.093
115 H 1.272 -9.656 1.660  C107 1.093
116 H 2.297 -10.944 2.339  C107 1.094
117 H 0.522 -11.151 2.272  C107 1.093
118 H 2.813 -8.609 5.276  C112 1.092
119 H 3.749 -9.120 3.839  C112 1.095
120 H 4.453 -9.269 5.462  C112 1.096
121 H 3.557 -12.734 6.334  C114 1.092
122 H 2.508 -13.482 5.089  C114 1.094
123 H 2.330 -13.918 6.807  C114 1.093

=====

3.
A cluster of 3 separate species, C26H55N4O3 in total in a non-equilibrium geometry, computed with ωB97M-V/def2-TZVPD.

Its frontier orbital gap (spin up / spin down) is 7.0 / 7.7 eV. Its net charge is +1. Its multiplicity is 3. As for the HOMO energy (spin up / spin down): -9.956 / -10.725 eV.

Last columns: bonded neighbours and bond lengths (Å).
Cartesian coordinates (Å):
1 C -1.541 -4.734 3.338  C2 1.568, H12 1.104, H13 1.106, H14 1.103
2 C -1.922 -5.139 1.872  C1 1.568, C3 1.572, H15 1.106, H16 1.108
3 C -0.886 -4.599 0.821  C2 1.572, C4 1.566, H17 1.099, H18 1.112
4 C -0.713 -5.678 -0.300  C3 1.566, N5 1.478, H19 1.108, H20 1.110
5 N 0.055 -6.790 0.300  C4 1.478, N6 1.426, H21 1.021
6 N 0.583 -7.689 -0.672  N5 1.426, C7 1.486, C11 1.500, H22 1.030
7 C -0.423 -8.243 -1.614  N6 1.486, C8 1.577, H23 1.102, H24 1.109
8 C -1.595 -9.006 -0.886  C7 1.577, O9 1.410, H25 1.101, H26 1.111
9 O -1.278 -9.431 0.421  C8 1.410, C10 1.416
10 C 0.061 -9.873 0.554  O9 1.416, C11 1.565, H27 1.110, H28 1.105
11 C 1.154 -8.862 0.069  N6 1.500, C10 1.565, H29 1.110, H30 1.103
12 H -0.453 -4.656 3.501  C1 1.104
13 H -1.936 -5.456 4.078  C1 1.106
14 H -1.996 -3.753 3.555  C1 1.103
15 H -2.916 -4.707 1.651  C2 1.106
16 H -1.984 -6.245 1.855  C2 1.108
17 H -1.179 -3.622 0.413  C3 1.099
18 H 0.080 -4.549 1.369  C3 1.112
19 H -0.288 -5.271 -1.239  C4 1.108
20 H -1.735 -6.066 -0.487  C4 1.110
21 H 0.873 -6.376 0.750  N5 1.021
22 H 1.329 -7.261 -1.238  N6 1.030
23 H -0.784 -7.511 -2.356  C7 1.102
24 H 0.109 -9.010 -2.211  C7 1.109
25 H -2.473 -8.343 -0.925  C8 1.101
26 H -1.831 -9.873 -1.539  C8 1.111
27 H 0.187 -10.882 0.107  C10 1.110
28 H 0.226 -10.020 1.637  C10 1.105
29 H 1.825 -9.394 -0.637  C11 1.110
30 H 1.817 -8.492 0.869  C11 1.103
31 C 3.264 0.052 -0.202  C32 1.544, H42 1.085, H43 1.092, H44 1.091
32 C 2.147 -0.855 -0.763  C31 1.544, C33 1.538, N37 1.487, C41 1.540
33 C 2.125 -0.814 -2.300  C32 1.538, C34 1.523, H45 1.096, H46 1.093
34 C 1.474 0.435 -2.880  C33 1.523, C35 1.524, H47 1.093, H48 1.093
35 C 0.086 0.624 -2.283  C34 1.524, C36 1.534, H49 1.093, H50 1.096
36 C 0.105 0.672 -0.750  C35 1.534, N37 1.493, C39 1.544, C40 1.537
37 N 0.844 -0.480 -0.152  C32 1.487, C36 1.493, O38 1.312
38 O 0.062 -1.531 -0.209  N37 1.312
39 C 0.722 2.015 -0.305  C36 1.544, H51 1.093, H52 1.090, H53 1.089
40 C -1.342 0.745 -0.238  C36 1.537, H54 1.090, H55 1.090, H56 1.092
41 C 2.607 -2.267 -0.358  C32 1.540, H57 1.092, H58 1.092, H59 1.092
42 H 3.019 1.108 -0.166  C31 1.085
43 H 3.521 -0.238 0.819  C31 1.092
44 H 4.169 -0.036 -0.806  C31 1.091
45 H 1.575 -1.685 -2.676  C33 1.096
46 H 3.141 -0.910 -2.690  C33 1.093
47 H 2.105 1.310 -2.703  C34 1.093
48 H 1.393 0.331 -3.965  C34 1.093
49 H -0.357 1.543 -2.675  C35 1.093
50 H -0.561 -0.193 -2.623  C35 1.096
51 H 0.919 2.021 0.770  C39 1.093
52 H 0.042 2.841 -0.517  C39 1.090
53 H 1.641 2.269 -0.832  C39 1.089
54 H -1.952 -0.090 -0.585  C40 1.090
55 H -1.824 1.654 -0.597  C40 1.090
56 H -1.370 0.764 0.854  C40 1.092
57 H 2.585 -2.396 0.727  C41 1.092
58 H 3.633 -2.436 -0.691  C41 1.092
59 H 1.992 -3.050 -0.807  C41 1.092
60 C -1.278 8.758 -0.873  C61 1.544, H71 1.086, H72 1.092, H73 1.091
61 C -1.555 7.332 -0.349  C60 1.544, C62 1.538, N66 1.488, C70 1.540
62 C -2.359 7.373 0.961  C61 1.538, C63 1.523, H74 1.096, H75 1.092
63 C -1.530 7.720 2.190  C62 1.523, C64 1.524, H76 1.094, H77 1.093
64 C -0.328 6.790 2.287  C63 1.524, C65 1.534, H78 1.094, H79 1.095
65 C 0.532 6.805 1.017  C64 1.534, N66 1.491, C68 1.544, C69 1.538
66 N -0.272 6.588 -0.221  C61 1.488, C65 1.491, O67 1.312
67 O -0.543 5.307 -0.297  N66 1.312
68 C 1.295 8.146 0.951  C65 1.544, H80 1.092, H81 1.091, H82 1.088
69 C 1.646 5.754 1.157  C65 1.538, H83 1.090, H84 1.091, H85 1.092
70 C -2.480 6.736 -1.425  C61 1.540, H86 1.091, H87 1.091, H88 1.090
71 H -0.454 9.271 -0.389  C60 1.086
72 H -1.043 8.738 -1.939  C60 1.092
73 H -2.157 9.391 -0.743  C60 1.091
74 H -2.819 6.393 1.132  C62 1.096
75 H -3.186 8.080 0.867  C62 1.092
76 H -1.219 8.768 2.157  C63 1.094
77 H -2.147 7.613 3.086  C63 1.093
78 H 0.282 7.071 3.150  C64 1.094
79 H -0.682 5.772 2.485  C64 1.095
80 H 1.780 8.275 -0.019  C68 1.092
81 H 2.073 8.180 1.715  C68 1.091
82 H 0.669 9.013 1.149  C68 1.088
83 H 1.255 4.752 1.340  C69 1.090
84 H 2.290 5.996 2.003  C69 1.091
85 H 2.270 5.723 0.261  C69 1.092
86 H -1.956 6.612 -2.375  C70 1.091
87 H -3.328 7.401 -1.598  C70 1.091
88 H -2.890 5.768 -1.134  C70 1.090